Entry from OMol25: a 2-piece molecular cluster, C5H14NO overall (ωB97M-V with the def2-TZVPD basis set).

- HOMO energy: -15.278 eV
- LUMO energy: -3.21 eV
- Relative energy (zero: lowest compared OMol25 entry of this formula, charge and spin): 2.2842 eV
- Strongest force on any atom: 0.077 Eh/bohr
- Kohn-Sham gap: 12.1 eV

ORCA input file:
```
! RIJCOSX wB97M-V def2-TZVPD def2/J DEFGRID3
* xyz 1 1
C 0.08131 0.93628 -2.00131
C -0.57803 0.26074 -0.82608
N 0.40565 -0.29160 0.12126
C 0.29586 0.15608 1.54551
C -0.92478 1.25968 1.45357
C -1.39292 1.30307 -0.03861
H -0.20204 0.32744 -2.93882
H 1.24243 0.90524 -1.92261
H -0.33803 2.04827 -2.22380
H -1.21989 -0.66453 -1.11467
H 1.37617 -0.08775 -0.16563
H 0.43174 -1.38559 -0.14637
H -0.13657 -0.77859 2.20484
H 1.31168 0.48672 1.96014
H -1.67849 0.87316 2.07845
H -0.74040 2.21885 1.82890
H -1.43015 2.31448 -0.48895
H -2.53400 1.08325 0.01639
H 1.27903 -3.25030 0.63191
H 2.56691 -2.97168 -0.16520
O 1.54292 -2.82162 -0.15023
*
```

These are the natural (NBO) partial charges, in e, on atoms 1 to 2: number 1, C, carries -0.65; number 2, C, carries -0.08

Entry from OMol25: a 2-piece molecular cluster, C5H14NO overall (ωB97M-V with the def2-TZVPD basis set).

- HOMO energy: -13.975 eV
- LUMO energy: -3.33 eV
- Relative energy (zero: lowest compared OMol25 entry of this formula, charge and spin): 1.8656 eV
- Strongest force on any atom: 0.055 Eh/bohr
- Kohn-Sham gap: 10.6 eV

ORCA input file:
```
! RIJCOSX wB97M-V def2-TZVPD def2/J DEFGRID3
* xyz 1 1
C -1.74401 -2.08039 2.30914
C -0.24842 -1.81798 2.21929
C 0.23237 -0.41480 1.91890
C -0.06726 -0.04072 0.47764
C 0.46040 1.03472 -0.09185
N -0.06312 1.45643 -1.43460
H -2.35696 -1.18149 2.20780
H -1.96838 -2.90663 1.63631
H -2.09395 -2.48866 3.26309
H 0.27917 -2.00537 3.17418
H 0.28104 -2.61020 1.67432
H -0.25619 0.29750 2.57797
H 1.32737 -0.33602 1.93310
H -0.85483 -0.66125 0.05740
H 1.14643 1.69427 0.41587
H -1.07651 1.38561 -1.55625
H 0.20732 2.43239 -1.54811
H 0.45138 0.90331 -2.12650
H 1.07780 1.92825 -5.02878
H 2.25584 1.55702 -4.19303
O 1.29405 1.49476 -4.21067
*
```

These are the natural (NBO) partial charges, in e, on atoms 1 to 2: number 1, C, carries -0.64; number 2, C, carries -0.43

Entry from OMol25: a 2-piece molecular cluster, C5H14NO overall (ωB97M-V with the def2-TZVPD basis set).

- HOMO energy: -14.208 eV
- LUMO energy: -3.59 eV
- Relative energy (zero: lowest compared OMol25 entry of this formula, charge and spin): 1.7035 eV
- Strongest force on any atom: 0.037 Eh/bohr
- Kohn-Sham gap: 10.6 eV

ORCA input file:
```
! RIJCOSX wB97M-V def2-TZVPD def2/J DEFGRID3
* xyz 1 1
C 2.41760 0.25918 0.69936
C 1.10350 0.15897 1.43919
C -0.08281 0.84018 0.72408
C -0.15983 0.72972 -0.74566
C -1.12877 0.17525 -1.41294
N -0.90769 -0.14790 -2.83770
H 2.78079 1.28769 0.63135
H 2.32322 -0.14840 -0.30486
H 3.23206 -0.23211 1.23197
H 1.20074 0.70536 2.37308
H 0.78435 -0.85072 1.65753
H -0.07492 1.91045 0.97857
H -0.99860 0.54954 1.23916
H 0.76892 0.98985 -1.25199
H -2.02859 -0.20827 -0.95651
H -0.81378 -1.16618 -2.88991
H -0.01940 0.21794 -3.19078
H -1.60541 0.12254 -3.53720
H -2.81031 -1.20534 2.20782
H -1.87053 -2.36906 2.25349
O -2.11056 -1.61871 1.69195
*
```

These are the natural (NBO) partial charges, in e, on atoms 1 to 2: number 1, C, carries -0.62; number 2, C, carries -0.38

Entry from OMol25: a 2-piece molecular cluster, C5H14NO2 overall (ωB97M-V with the def2-TZVPD basis set).

- HOMO energy: -3.034 eV
- LUMO energy: 3.81 eV
- Relative energy (zero: lowest compared OMol25 entry of this formula, charge and spin): 0.4113 eV
- Strongest force on any atom: 0.014 Eh/bohr
- Kohn-Sham gap: 6.8 eV

ORCA input file:
```
! RIJCOSX wB97M-V def2-TZVPD def2/J DEFGRID3
* xyz -1 1
C -1.35072 -1.83672 0.51840
C -2.45308 -0.82947 0.21328
C 0.06291 -1.33870 0.21307
N 0.18306 -0.80579 -1.14478
C 1.47509 -0.16254 -1.39788
C 1.60660 1.27560 -0.81850
O 1.18964 1.41758 0.45431
H -1.53989 -2.78189 -0.01368
H -1.38677 -2.02949 1.59740
H -2.22562 0.15269 0.62134
H -3.39110 -1.16222 0.67431
H -2.59364 -0.61408 -0.85321
H 0.36441 -0.56768 0.92330
H 0.75550 -2.17581 0.31406
H -0.55680 -0.13192 -1.30013
H 2.23911 -0.88993 -1.07483
H 1.56167 -0.14396 -2.49067
H 0.99757 1.89916 -1.52886
H 2.68418 1.53177 -1.01051
H 0.12195 3.09997 2.45728
H 1.30120 2.66143 1.55206
O 0.95473 3.43200 2.09424
*
```

These are the natural (NBO) partial charges, in e, on atoms 1 to 2: number 1, C, carries -0.39; number 2, C, carries -0.62

Q: Number 2 is which compound?
A: C5H14NO